Below is a cluster of 14 separate species, C42H104O42S12 in total in a non-equilibrium geometry, with properties calculated with ωB97M-V/def2-TZVPD.

The net charge is 0. Its gap between HOMO and LUMO is 10.45 eV. For the LUMO energy, the calculation gives -0.070 eV.

Cartesian coordinates (Å):
O (7.3085, 5.2058, -2.8929)
S (6.9141, 3.8089, -2.9947)
O (7.5568, 2.8791, -2.0912)
O (5.3941, 3.6607, -2.8348)
C (4.5244, 2.6283, -2.1335)
C (3.9120, 1.7028, -3.1188)
C (7.2022, 3.2700, -4.7064)
H (3.8686, 3.2562, -1.5131)
H (5.2944, 2.1595, -1.5197)
H (3.4705, 2.1659, -3.9849)
H (3.0243, 1.3432, -2.5685)
H (4.5739, 0.8749, -3.3649)
H (6.6873, 3.8712, -5.4503)
H (6.9338, 2.2188, -4.6683)
H (8.3346, 3.3330, -4.8025)
O (-7.7038, 3.0030, 1.0943)
S (-7.3812, 3.6391, 2.3524)
O (-8.1635, 3.3535, 3.4988)
O (-5.8552, 3.3430, 2.6181)
C (-5.2150, 3.6731, 3.8851)
C (-4.0552, 2.7245, 3.9737)
C (-7.3288, 5.4283, 2.0550)
H (-5.9225, 3.7037, 4.6895)
H (-4.9019, 4.6964, 3.7290)
H (-3.7072, 2.5055, 2.9878)
H (-4.2118, 1.8405, 4.5266)
H (-3.2499, 3.2026, 4.5176)
H (-8.1592, 5.7845, 1.4565)
H (-6.4733, 5.6658, 1.3891)
H (-7.1730, 5.9415, 2.9995)
O (-3.2900, -1.8899, 5.3402)
S (-3.0980, -3.2594, 4.9690)
O (-2.9973, -3.7315, 3.6128)
O (-1.9152, -3.7023, 5.7959)
C (-1.2912, -5.0223, 5.4515)
C (-0.4192, -4.8908, 4.1816)
C (-4.4991, -4.1808, 5.6286)
H (-2.1177, -5.6925, 5.3899)
H (-0.6542, -5.2055, 6.3072)
H (0.5443, -4.5275, 4.5215)
H (-0.8230, -4.2740, 3.4130)
H (-0.3464, -5.8651, 3.7552)
H (-4.8161, -5.0022, 4.9956)
H (-5.2465, -3.4257, 5.8854)
H (-4.1517, -4.5927, 6.6015)
O (6.6925, 1.6247, 2.7852)
S (5.6563, 1.9513, 1.7833)
O (5.5685, 1.0720, 0.5962)
O (4.2177, 1.8479, 2.4561)
C (4.0208, 1.8125, 3.9538)
C (2.5449, 2.0509, 4.2220)
C (5.8318, 3.5750, 1.0850)
H (4.6219, 2.6115, 4.3510)
H (4.3956, 0.9064, 4.3867)
H (2.2050, 3.0322, 3.9824)
H (2.2083, 1.9117, 5.2701)
H (1.9524, 1.3091, 3.6525)
H (4.8566, 4.0251, 0.9271)
H (6.4777, 3.5622, 0.1507)
H (6.4289, 4.1837, 1.8050)
O (7.5818, -2.0825, -3.5013)
S (6.8606, -0.9480, -2.9939)
O (6.6153, 0.2077, -3.8760)
O (5.4033, -1.4483, -2.7189)
C (5.0821, -2.8101, -2.5429)
C (4.9267, -3.6218, -3.8372)
C (7.3710, -0.4147, -1.4012)
H (4.0576, -2.8277, -2.0739)
H (5.8458, -3.2673, -1.9401)
H (4.6309, -4.6746, -3.6813)
H (5.8785, -3.5884, -4.4043)
H (4.1279, -3.2219, -4.4626)
H (7.0411, -1.2092, -0.6876)
H (6.8337, 0.5146, -1.1026)
H (8.4483, -0.2344, -1.4474)
O (2.4549, -0.7623, -7.9491)
S (2.8167, 0.3045, -7.0405)
O (2.8666, 1.6035, -7.6107)
O (1.7121, 0.3309, -5.8633)
C (1.4559, -1.0236, -5.1868)
C (0.3893, -0.7363, -4.1271)
C (4.4019, -0.0651, -6.1871)
H (2.3566, -1.4444, -4.7341)
H (1.1048, -1.6858, -6.0029)
H (-0.5039, -0.6221, -4.7177)
H (0.6145, 0.1419, -3.5271)
H (0.1953, -1.6517, -3.6222)
H (4.7725, 0.8177, -5.6709)
H (5.1422, -0.2974, -6.9265)
H (4.3525, -0.9331, -5.5497)
O (-4.5330, -0.1599, 0.5639)
S (-5.5857, -1.1683, 0.4047)
O (-5.3111, -2.4600, -0.1890)
O (-6.2036, -1.4239, 1.8638)
C (-6.0016, -0.3092, 2.8051)
C (-6.4551, -0.6565, 4.1952)
C (-6.9563, -0.3970, -0.4302)
H (-6.5869, 0.5598, 2.4513)
H (-4.9697, -0.1532, 2.8158)
H (-5.5984, -0.9047, 4.8257)
H (-7.2204, -1.4989, 4.0733)
H (-6.9809, 0.1472, 4.7116)
H (-7.3238, 0.5416, -0.0110)
H (-7.7438, -1.1691, -0.4923)
H (-6.5073, -0.2393, -1.3952)
O (1.5818, -3.1450, -1.7481)
S (0.8518, -4.2524, -1.1271)
O (0.2529, -4.0836, 0.1894)
O (-0.3533, -4.6050, -2.0713)
C (-1.4346, -5.5582, -1.7572)
C (-2.6736, -5.0676, -2.4078)
C (1.8697, -5.6850, -1.2344)
H (-1.5010, -5.6654, -0.7216)
H (-1.1818, -6.5131, -2.2083)
H (-3.4380, -5.7991, -2.3010)
H (-2.4164, -4.8168, -3.4355)
H (-3.0351, -4.1173, -1.9670)
H (2.6076, -5.6652, -0.4689)
H (2.3090, -5.7042, -2.2545)
H (1.2560, -6.5658, -1.1942)
O (2.5195, -0.8985, 5.2987)
S (2.0473, -1.1905, 6.5805)
O (2.9297, -1.0795, 7.7363)
O (0.7830, -0.2643, 6.9111)
C (-0.4116, -0.5455, 6.1250)
C (-1.1865, 0.6702, 5.6692)
C (1.3354, -2.7679, 6.6813)
H (-1.1063, -1.1566, 6.7376)
H (-0.1596, -1.1545, 5.2780)
H (-0.6761, 1.4891, 5.2420)
H (-1.8116, 1.0162, 6.4647)
H (-1.8048, 0.2779, 4.9002)
H (2.1758, -3.5121, 6.5850)
H (0.6684, -2.8533, 5.8337)
H (0.7375, -3.0314, 7.5600)
O (-0.4461, -1.6349, 3.2788)
S (-0.8288, -0.8616, 2.1551)
O (-1.3864, 0.4805, 2.3356)
O (0.4798, -0.7970, 1.2484)
C (0.5289, -0.0393, 0.0244)
C (1.7429, 0.8362, 0.1954)
C (-2.0186, -1.8260, 1.3029)
H (-0.3783, 0.5116, -0.1140)
H (0.7602, -0.6899, -0.8058)
H (2.1306, 1.1920, -0.7490)
H (2.5214, 0.2917, 0.7201)
H (1.4228, 1.7048, 0.7794)
H (-2.3312, -1.2451, 0.4196)
H (-2.8432, -1.7709, 2.0183)
H (-1.7706, -2.8196, 1.0063)
O (-4.2739, -1.5729, -5.0108)
S (-5.4992, -1.0247, -4.4805)
O (-6.4479, -1.9211, -3.9612)
O (-5.2628, 0.0192, -3.2934)
C (-4.1362, 0.9336, -3.3041)
C (-2.9868, 0.2175, -2.5947)
C (-6.2420, -0.0007, -5.6949)
H (-4.5314, 1.8527, -2.8812)
H (-3.7046, 1.2206, -4.2937)
H (-2.8680, -0.7889, -2.9350)
H (-3.1212, 0.1882, -1.5103)
H (-2.0894, 0.7664, -2.8251)
H (-6.6998, -0.7200, -6.3777)
H (-5.5152, 0.5545, -6.2279)
H (-6.9827, 0.6519, -5.2350)
O (-0.3224, 2.4399, -1.7712)
S (0.0957, 3.4849, -2.6960)
O (1.4969, 3.7866, -2.9428)
O (-0.5963, 3.1056, -4.1252)
C (0.0353, 3.6223, -5.3681)
C (-1.0172, 4.5070, -5.9481)
C (-0.7178, 5.0197, -2.3202)
H (0.2262, 2.7208, -5.9760)
H (0.9504, 4.1724, -5.0920)
H (-1.9199, 3.9484, -6.1090)
H (-0.6993, 5.0182, -6.8620)
H (-1.4071, 5.2793, -5.2597)
H (-1.8060, 4.8654, -2.5152)
H (-0.3136, 5.7947, -2.9531)
H (-0.5537, 5.2250, -1.2237)
C (-2.4352, 2.9918, 0.6606)
C (-1.0248, 3.3493, 1.2203)
O (-1.0544, 4.7868, 1.2124)
C (-2.3788, 5.1278, 1.4473)
O (-2.6542, 6.1916, 1.9339)
O (-3.2117, 4.0832, 1.1629)
H (-2.8435, 2.0427, 1.0148)
H (-2.4431, 3.0528, -0.4177)
H (-0.2424, 3.0985, 0.5332)
H (-0.9843, 2.9498, 2.1915)
C (2.9099, -2.6125, 1.2772)
C (4.2385, -1.9886, 1.6488)
O (5.2536, -2.8994, 1.1700)
C (4.6078, -4.0791, 0.8086)
O (5.2067, -5.0885, 0.6300)
O (3.3077, -3.9574, 0.8874)
H (2.5089, -2.1811, 0.3794)
H (2.2319, -2.6018, 2.1364)
H (4.3255, -1.8849, 2.7287)
H (4.3593, -0.9918, 1.2610)

Forces on atoms 1 to 3 (eV/Å):
O -0.906 -1.412 -0.097
S 1.510 0.667 -0.334
O -0.175 0.056 -0.237

These are the Mulliken partial charges, in e, on atoms 1 to 5:
1 O -0.68
2 S 1.12
3 O -0.58
4 O -0.56
5 C 1.33


Below is a cluster of 9 separate species, C42H105N7O2S2 in total in a non-equilibrium geometry, with properties calculated with ωB97M-V/def2-TZVPD.

The net charge is 0. Its gap between HOMO and LUMO is 7.84 eV. For the LUMO energy, the calculation gives 0.167 eV.

Cartesian coordinates (Å):
C (2.8865, -7.1385, -0.8838)
C (2.7790, -8.0768, -2.1453)
N (1.6304, -8.9819, -1.9999)
C (1.8340, -9.8923, -0.7678)
C (3.0572, -10.6890, -0.7721)
C (1.3769, -9.7313, -3.1998)
C (0.1473, -10.5773, -3.1376)
H (3.1700, -7.6579, 0.0317)
H (1.9754, -6.5510, -0.7712)
H (3.7154, -6.4532, -1.0606)
H (2.7464, -7.4692, -3.0497)
H (3.7205, -8.6119, -2.2696)
H (1.6780, -9.3152, 0.1436)
H (1.0405, -10.6260, -0.6261)
H (3.9573, -10.0825, -0.6720)
H (2.9499, -11.4049, 0.0428)
H (2.9216, -11.2823, -1.6763)
H (2.2489, -10.3491, -3.4142)
H (1.1757, -9.1305, -4.0867)
H (-0.6624, -9.8597, -3.0049)
H (0.3048, -11.3807, -2.4180)
H (0.0057, -11.1001, -4.0835)
C (-7.0059, 5.1944, -1.1748)
C (-5.4933, 4.9246, -0.8751)
N (-4.7800, 6.1709, -0.8413)
C (-3.4998, 6.2125, -1.5489)
C (-3.6345, 5.8182, -3.1259)
C (-4.9696, 6.9808, 0.3805)
C (-4.5871, 8.4368, 0.2003)
H (-7.4320, 4.3197, -1.6661)
H (-7.0814, 5.9088, -1.9945)
H (-7.5828, 5.4439, -0.2844)
H (-5.4110, 4.3796, 0.0653)
H (-5.0108, 4.1915, -1.5215)
H (-3.0245, 7.1742, -1.3562)
H (-2.7437, 5.6679, -0.9834)
H (-3.8203, 4.7443, -3.1111)
H (-4.4423, 6.3468, -3.6320)
H (-2.7188, 5.8903, -3.7128)
H (-4.4606, 6.3828, 1.1365)
H (-6.0151, 6.8676, 0.6671)
H (-4.7763, 8.8548, -0.7885)
H (-3.5682, 8.6240, 0.5394)
H (-5.2788, 8.9934, 0.8326)
C (-0.8314, -1.1555, 1.1064)
C (0.1349, -1.4550, -0.0708)
N (-0.3203, -0.9184, -1.3689)
C (-1.6155, -1.3957, -1.8522)
C (-2.2598, -0.3184, -2.5716)
C (0.6856, -1.2293, -2.4513)
C (2.1417, -0.5790, -2.3448)
H (-1.1451, -0.1118, 1.0886)
H (-0.0592, -1.1006, 1.8737)
H (-1.4879, -2.0152, 1.2403)
H (0.9936, -0.9053, 0.3147)
H (0.3200, -2.5237, -0.1783)
H (-1.5545, -2.3211, -2.4249)
H (-2.2622, -1.7822, -1.0645)
H (-2.0214, 0.6542, -2.1412)
H (-1.8588, -0.4638, -3.5746)
H (-3.3305, -0.4949, -2.4686)
H (0.1999, -0.8454, -3.3484)
H (0.8524, -2.2962, -2.6002)
H (2.5852, -0.9583, -1.4241)
H (2.1360, 0.5109, -2.3303)
H (2.7478, -1.0177, -3.1374)
C (-7.5472, 0.2559, 4.0443)
C (-6.1306, 0.7410, 3.6592)
N (-5.1801, 0.5379, 4.7456)
C (-5.6521, 1.1447, 6.0420)
C (-6.0466, 2.6652, 6.0057)
C (-4.8794, -0.8481, 4.8573)
C (-3.5699, -1.1164, 5.7120)
H (-8.0481, 0.0956, 3.0896)
H (-8.0365, 1.0356, 4.6281)
H (-7.5313, -0.7012, 4.5657)
H (-5.7614, 0.2835, 2.7414)
H (-6.0871, 1.8084, 3.4429)
H (-4.7830, 0.9824, 6.6796)
H (-6.4654, 0.6035, 6.5256)
H (-7.1022, 2.8897, 5.8527)
H (-5.4158, 3.2689, 5.3533)
H (-6.0340, 3.0092, 7.0399)
H (-5.7712, -1.3294, 5.2587)
H (-4.6113, -1.3231, 3.9136)
H (-2.6663, -0.6465, 5.3235)
H (-3.7307, -0.7634, 6.7306)
H (-3.2812, -2.1571, 5.8591)
C (5.9312, 6.5268, -7.0331)
C (5.9266, 5.4383, -5.9760)
N (5.6275, 4.0997, -6.4642)
C (4.7637, 3.3208, -5.5584)
C (3.3182, 3.9287, -5.5802)
C (6.8449, 3.3042, -6.8558)
C (6.5311, 1.8657, -7.4412)
H (6.6906, 7.2480, -6.7308)
H (4.9921, 7.0641, -6.9011)
H (6.1030, 6.2779, -8.0803)
H (6.9397, 5.3219, -5.5910)
H (5.4224, 5.8403, -5.0973)
H (4.6034, 2.2891, -5.8714)
H (5.2266, 3.2633, -4.5733)
H (3.2427, 4.7721, -4.8939)
H (3.0083, 4.1802, -6.5945)
H (2.6162, 3.1309, -5.3379)
H (7.7222, 3.2499, -6.2112)
H (7.2827, 3.8181, -7.7115)
H (5.9701, 2.1782, -8.3219)
H (5.8670, 1.1631, -6.9379)
H (7.4091, 1.4280, -7.9162)
C (3.4575, 3.0287, 1.7030)
C (3.0728, 4.0348, 2.8642)
N (4.0798, 4.9888, 3.3152)
C (4.9384, 4.5549, 4.3568)
C (4.2874, 4.2467, 5.7788)
C (3.5102, 6.2448, 3.8503)
C (2.8819, 7.1207, 2.7001)
H (4.0858, 3.7004, 1.1179)
H (2.5913, 2.6301, 1.1749)
H (4.1196, 2.2073, 1.9770)
H (2.1769, 4.5949, 2.5965)
H (2.8404, 3.4260, 3.7380)
H (5.4499, 3.6597, 4.0033)
H (5.6588, 5.2952, 4.7050)
H (5.1131, 3.7628, 6.3006)
H (3.9779, 5.1514, 6.3020)
H (3.4352, 3.5692, 5.8331)
H (4.1984, 6.8768, 4.4115)
H (2.7060, 6.0833, 4.5682)
H (3.7692, 7.4028, 2.1333)
H (2.4518, 8.0440, 3.0885)
H (2.1011, 6.6514, 2.1017)
C (-4.6055, -4.5404, -5.7760)
C (-4.2104, -3.8710, -6.9852)
N (-3.7885, -3.2567, -7.9018)
H (-5.6613, -4.6710, -5.5386)
H (-4.2385, -3.9326, -4.9491)
H (-4.3327, -5.5925, -5.8590)
C (-2.1367, -6.8837, 0.5360)
S (-3.0714, -6.6812, 2.1133)
O (-4.1256, -7.7862, 2.1620)
C (-1.6354, -7.2628, 3.1954)
H (-1.6508, -7.8531, 0.4257)
H (-1.4467, -6.0597, 0.3543)
H (-2.8370, -6.7600, -0.2901)
H (-0.9363, -6.4442, 3.3661)
H (-1.0896, -8.0899, 2.7413)
H (-2.0306, -7.6245, 4.1446)
C (3.6782, -2.1491, 7.5773)
S (4.2956, -2.7420, 5.8946)
O (3.2059, -3.8100, 5.4750)
C (4.0001, -1.1924, 4.9496)
H (2.6417, -1.8143, 7.5350)
H (4.3990, -1.3998, 7.9045)
H (3.8677, -2.9778, 8.2594)
H (3.4177, -0.3539, 5.3316)
H (3.3770, -1.3683, 4.0727)
H (4.9298, -0.7477, 4.5946)

Forces on atoms 1 to 3 (eV/Å):
C 0.597 -0.304 -1.352
C -0.155 0.426 1.594
N 0.006 -0.012 1.466

These are the Mulliken partial charges, in e, on atoms 1 to 5:
1 C -1.19
2 C -0.55
3 N 0.09
4 C -0.92
5 C -1.05